# 1
Below is a molecular structure, C20H32N4O6S2SbSe4Ti, with properties calculated with ωB97M-V/def2-TZVPD.

```
70
Properties=species:S:1:pos:R:3:mulliken_charge:R:1
Ti -0.66906 0.69221 0.22627 -0.070
O -0.30436 3.20944 -3.45450 -0.208
C -0.45757 3.63308 -2.22110 -0.437
O 0.31500 4.29054 -1.56361 -0.668
C -1.83621 3.30748 -1.69845 0.701
C -2.93624 3.86414 -2.33566 -0.629
C -4.19196 3.68184 -1.78489 -0.593
C -4.30846 2.96224 -0.60788 -0.688
C -3.16337 2.42164 -0.05330 0.595
N -1.94830 2.56845 -0.59519 1.072
C -3.20709 1.63458 1.24397 0.100
O -4.27136 1.46188 1.80497 -0.754
O -2.03833 1.24674 1.63617 -0.469
H 0.65603 3.16517 -3.75016 0.002
H -2.78930 4.42587 -3.24742 0.550
H -5.06614 4.10441 -2.26339 0.429
H -5.24973 2.79423 -0.10507 0.573
C -1.44090 -3.28643 4.59532 -1.457
C -0.49101 -2.88485 3.47193 -0.061
C -1.12117 -3.14122 2.11117 -1.011
S -0.27639 -2.35626 0.73010 0.842
O -0.07473 -0.93210 1.25341 -0.251
C 1.35368 -3.08518 0.83025 -1.116
C 2.21308 -2.61985 -0.34107 0.638
C 3.54057 -3.36479 -0.35692 -1.659
H -0.98612 -3.10715 5.56959 0.392
H -1.70417 -4.34488 4.53726 0.350
H -2.36372 -2.70628 4.54606 0.344
H 0.44496 -3.43987 3.56049 0.272
H -0.24815 -1.82378 3.54845 0.157
H -2.12386 -2.70801 2.06042 0.447
H -1.20184 -4.20401 1.86898 0.637
H 1.18961 -4.16822 0.80347 0.515
H 1.78666 -2.80360 1.79185 0.359
H 2.38146 -1.54351 -0.26680 -0.439
H 1.68816 -2.77735 -1.28787 0.309
H 4.08296 -3.23159 0.58325 0.342
H 4.16221 -2.97934 -1.16362 0.275
H 3.38759 -4.43656 -0.51107 0.481
Se 4.56567 -0.23726 -2.28479 -0.606
Sb 2.57826 0.25214 -3.53532 0.742
Se 1.01187 1.00271 -1.27928 0.073
Se 2.54753 2.37833 -4.68813 -0.645
Se 1.28346 -1.56390 -4.40496 -0.632
C -2.95352 -1.99894 -1.96188 -1.496
C -1.90023 -0.90699 -2.02689 1.100
C -2.23251 0.14405 -3.06763 -1.114
O -1.80283 -0.30128 -0.73719 -0.160
H -3.02634 -2.50541 -2.92566 0.387
H -3.92741 -1.56956 -1.71481 0.334
H -2.69964 -2.73935 -1.20149 0.218
H -0.92376 -1.33717 -2.27263 -0.230
H -3.17347 0.64434 -2.81604 0.217
H -2.33001 -0.32727 -4.04687 0.534
H -1.43257 0.88012 -3.13839 -0.063
C 4.58515 -0.26330 1.83058 -0.686
C 4.46915 1.20051 1.43750 -0.321
C 3.07005 1.71420 1.55106 0.298
N 2.05126 1.00755 1.87545 -0.226
N 0.86402 1.70251 1.79584 -0.098
C 1.03871 2.96246 1.48852 0.539
N 0.02376 3.87039 1.41680 -0.497
S 2.67666 3.37453 1.17862 -0.223
H 5.62018 -0.59269 1.74011 0.415
H 3.97341 -0.87520 1.16972 -0.280
H 4.24744 -0.42659 2.85515 0.368
H 4.77517 1.32581 0.39382 0.171
H 5.13128 1.82371 2.04562 0.383
H -0.87091 3.43464 1.60288 0.307
H 0.02773 4.40781 0.55484 0.317
```

The largest force on an atom is 0.29 eV/A. The calculation puts the energy relative to the best compared isomer or geometry (same formula, charge and spin) at 5.92 kcal per mole. The value obtained for the HOMO energy is -4.4888 eV. Its net charge is -1.

***

# 2
Below is 5 unconnected molecules or ions with the total composition C2H14NO5 at a distorted geometry, with properties calculated with ωB97M-V/def2-TZVPD.

```
22
Properties=species:S:1:pos:R:3:mulliken_charge:R:1
O -1.03894 -1.64098 2.71000 -0.418
C -0.64320 -0.64451 2.16914 0.007
C 0.82972 -0.58407 1.76508 -0.501
N 1.05142 -1.34661 0.51416 -0.109
H -1.29219 0.21047 1.91748 0.396
H 1.25253 0.41756 1.65852 0.328
H 1.46165 -0.83717 2.61392 0.379
H 0.23125 -1.25611 -0.12013 0.180
H 1.88945 -1.02762 0.04563 0.356
H 1.03594 -2.35700 0.68018 0.408
H -0.54682 3.69290 2.03201 0.303
H -1.03541 2.77745 0.88655 0.314
O -0.62732 2.77169 1.75712 -0.606
H -0.68937 -0.45038 -1.61808 0.372
H -1.66170 -1.58114 -1.69729 0.322
O -1.30430 -0.94839 -1.05839 -0.693
H 0.33484 2.32776 -4.30850 0.305
H 0.35885 0.93807 -4.91743 0.326
O 0.31448 1.39308 -4.06673 -0.642
H 0.76180 0.24075 -2.74612 0.373
H 1.83509 0.76749 -1.91333 0.284
O 1.15774 0.07821 -1.85627 -0.682
```

The largest force on an atom is 1.88 eV/A. The calculation puts the energy relative to the best compared isomer or geometry (same formula, charge and spin) at 21.40 kcal per mole. The value obtained for the HOMO energy is -13.7997 eV. Its net charge is +1.